Here is a structure of composition C19H10BCo2F3O7 at a distorted geometry from OMol25. Energies are from the ωB97M-V functional and the def2-TZVPD basis.

Output
**Maximum force**: 6.91 eV/Å
**Orbital gap**: 2.1 eV
**Calculated total energy**: -118276.383 eV
**Energy relative to the best compared isomer or geometry (same formula, charge and spin)**: 47.4 kcal per mole
**Highest occupied orbital energy**: -6.3517 eV
**LUMO energy**: -4.250 eV

XYZ file:
```
42
Properties=species:S:1:pos:R:3:forces:R:3
C -0.010611 1.765338 3.098389 1.5 1.3 -0.5
C 1.137918 2.506429 2.833065 -1.3 -0.7 0.0
C 0.836482 3.335704 1.721231 -0.5 -0.6 0.5
C -0.478966 3.080880 1.371427 1.1 -0.2 0.6
B -1.333482 3.719209 0.168361 1.1 -0.6 1.5
F -0.330919 4.487153 -0.426502 -0.3 0.8 -1.2
F -1.759901 2.657952 -0.634436 -0.7 0.3 -0.6
F -2.329990 4.491907 0.769642 -0.7 0.2 -0.8
O -0.983664 2.135169 2.209272 0.2 -0.6 0.8
H -0.164274 1.030919 3.874002 -0.5 0.1 -0.3
H 2.070153 2.454778 3.358423 0.2 -0.1 0.2
H 1.506515 4.025420 1.242519 -0.1 0.1 -0.1
O -3.962320 -3.216847 4.011373 3.7 -0.4 -1.3
C -2.890454 -3.375013 3.588007 -5.0 0.4 1.1
Co -1.260020 -3.709775 3.025826 1.8 -2.5 2.5
C -1.307070 -4.101788 1.301309 -0.5 -2.0 -3.7
O -1.200074 -4.473761 0.205232 -0.3 1.5 3.2
C -0.383935 -2.201360 3.119611 3.6 5.8 0.6
O 0.289462 -1.253719 3.225012 -2.5 -3.7 -0.4
C -0.805904 -5.505803 4.150825 1.2 -0.5 -2.8
C 0.338290 -4.832936 3.655843 -1.4 -1.9 1.6
C 1.134374 -4.983491 2.519433 -0.3 -0.1 1.0
C 2.447646 -4.439418 2.353850 0.0 0.3 -0.3
C 2.966355 -4.356121 1.038833 -0.2 0.1 0.7
C 4.162253 -3.690113 0.835889 0.3 0.0 0.1
C 4.865128 -3.146253 1.927708 -0.3 -0.1 0.0
C 4.347957 -3.234625 3.233894 0.0 -0.2 0.0
C 3.146992 -3.890685 3.458102 -0.3 0.1 -0.5
Co -0.161510 -4.877316 5.717062 -0.4 1.3 -3.6
C -1.702408 -4.598158 6.541150 -3.8 0.3 2.6
O -2.726780 -4.391060 7.041209 3.0 -0.6 -1.6
C 0.839352 -3.516048 6.110161 3.5 4.4 1.6
O 1.533545 -2.602332 6.288813 -2.0 -2.6 -0.6
C 0.645163 -6.334467 6.311490 1.6 -2.9 0.8
O 1.218732 -7.293768 6.608649 -1.6 2.6 -0.7
H -1.021713 -6.524031 3.861041 -0.8 0.1 -0.2
H 0.698096 -5.617960 1.729558 0.3 0.5 0.2
H 2.370032 -4.786557 0.230319 0.4 0.2 0.1
H 4.550458 -3.603286 -0.177483 0.0 0.1 0.3
H 5.819775 -2.636274 1.762176 -0.4 -0.2 0.0
H 4.863767 -2.798756 4.091801 0.0 -0.1 -0.4
H 2.681649 -3.963013 4.448896 0.5 0.1 -0.5
```
Positions in Å, forces in eV/Å.

Here is a structure of composition C19H10BrInN2OS5 from OMol25. Energies are from the ωB97M-V functional and the def2-TZVPD basis.

Output
**Maximum force**: 0.33 eV/Å
**Orbital gap**: 5.8 eV
**Calculated total energy**: -154287.226 eV
**Highest occupied orbital energy**: -7.1291 eV
**LUMO energy**: -1.377 eV

XYZ file:
```
39
Properties=species:S:1:pos:R:3:forces:R:3
In 0.246008 -0.419989 -0.319837 0.1 -0.1 0.3
Br -6.758566 -2.289860 1.278702 0.0 0.0 0.0
C -5.064243 -1.935430 0.515751 0.0 0.0 0.0
C -4.486098 -2.877138 -0.351656 0.0 0.0 0.0
C -3.275675 -2.632838 -0.940846 0.0 0.0 0.0
C -2.551157 -1.442175 -0.683108 0.0 0.0 0.0
O -1.431850 -1.237969 -1.309511 -0.1 0.0 -0.1
C -3.139498 -0.513519 0.226518 0.0 0.0 0.0
C -2.548960 0.759927 0.484744 0.0 0.0 -0.2
N -1.317118 1.058306 0.235162 0.0 0.1 0.3
C -0.859291 2.390344 0.257677 0.0 0.0 -0.1
C -1.321019 3.386011 1.072851 0.0 0.0 0.0
C -0.808801 4.696198 0.960329 0.0 0.0 0.0
C 0.157019 4.995970 0.045283 0.0 0.0 0.0
C 0.675357 3.982725 -0.796379 0.0 0.0 0.0
C 1.693513 4.211073 -1.749363 0.0 0.0 0.0
C 2.162820 3.174170 -2.500624 0.0 0.0 0.0
C 1.625800 1.891122 -2.293647 0.0 0.0 -0.1
N 0.660709 1.647881 -1.440722 -0.1 0.0 -0.1
C 0.171903 2.674272 -0.685863 0.0 0.0 0.0
C -4.410674 -0.770529 0.786806 0.0 0.0 0.0
H -5.010666 -3.801344 -0.555232 0.0 0.0 0.0
H -2.827871 -3.349645 -1.615358 0.0 0.0 0.0
H -3.217194 1.544396 0.845921 0.0 0.0 0.0
H -2.071517 3.172579 1.822746 0.0 0.0 0.0
H -1.190693 5.465352 1.617810 0.0 0.0 0.0
H 0.548148 6.001574 -0.039915 0.0 0.0 0.0
H 2.097127 5.209637 -1.862992 0.0 0.0 0.0
H 2.949168 3.309401 -3.228775 0.0 0.0 0.0
H 2.020729 1.042532 -2.839359 0.0 0.0 0.0
H -4.858298 -0.032761 1.441496 0.0 0.0 0.0
S 6.403559 -3.852580 0.816850 0.0 0.0 0.1
C 4.958119 -3.076039 0.843127 0.1 0.0 -0.2
S 3.434132 -3.875345 0.693100 0.0 0.0 0.1
C 2.411754 -2.458635 0.773722 -0.1 0.0 0.0
C 3.054532 -1.279687 0.886680 -0.1 0.1 0.0
S 2.321342 0.305294 0.825229 0.1 0.0 -0.1
S 4.800065 -1.356558 0.924258 0.0 0.0 0.1
S 0.696186 -2.682424 0.541824 0.0 -0.1 -0.2
```
Positions in Å, forces in eV/Å.

Here is a structure of composition C19H10Cl3CoN3O3S from OMol25. Energies are from the ωB97M-V functional and the def2-TZVPD basis.

Output
**Maximum force**: 0.73 eV/Å
**Orbital gap (spin up / spin down)**: 6.0 / 6.0 eV
**Calculated total energy**: -116509.829 eV
**Energy relative to the best compared isomer or geometry (same formula, charge and spin)**: 0.0 kcal per mole
**Highest occupied orbital energy (spin up / spin down)**: -3.3998 / -3.4039 eV
**Charge**: -1
**LUMO energy (spin up / spin down)**: 2.614 / 2.614 eV

XYZ file:
```
40
Properties=species:S:1:pos:R:3:forces:R:3
Co 0.767966 -0.219326 -0.720735 0.0 0.1 0.3
O 1.175507 -0.616193 3.300399 0.0 0.1 -0.1
C 1.112424 -0.302567 2.123745 0.1 -0.2 0.0
N 1.264631 -1.059074 1.001806 0.1 0.2 -0.2
C 1.662261 -2.357781 0.999943 -0.2 0.1 0.2
O 2.006565 -3.077964 1.922105 0.0 0.0 0.0
C 1.644938 -2.897457 -0.413444 0.0 0.0 -0.1
C 2.013109 -4.206400 -0.667648 0.1 -0.1 0.2
C 1.998372 -4.674537 -1.967665 0.0 0.0 -0.1
C 1.614483 -3.807771 -2.979891 0.0 0.0 0.2
C 1.259427 -2.511405 -2.646763 0.0 0.0 -0.1
N 1.269568 -2.057410 -1.389531 -0.2 0.4 0.0
C 0.864367 1.139701 1.731634 -0.1 0.0 0.0
C 0.846041 2.148020 2.676982 0.0 0.0 0.2
C 0.717857 3.462678 2.263002 0.0 0.1 -0.1
C 0.614829 3.723548 0.903103 0.0 -0.1 0.2
C 0.603820 2.655767 0.023096 -0.1 0.2 -0.3
N 0.714235 1.386494 0.420002 0.0 -0.4 -0.4
H 2.304899 -4.819130 0.174460 0.0 0.0 0.0
H 2.281629 -5.695245 -2.195330 0.0 0.0 0.0
H 1.586354 -4.123305 -4.013938 0.0 0.0 0.0
H 0.959533 -1.796418 -3.403341 0.0 0.0 0.1
H 0.948497 1.866275 3.716205 0.0 0.0 0.0
H 0.699327 4.272542 2.981745 0.0 0.0 0.0
H 0.515729 4.732448 0.526792 0.0 0.0 0.0
H 0.479007 2.813389 -1.043298 0.1 -0.1 0.1
Cl -3.894983 1.677580 3.095197 -0.1 0.0 0.1
C -3.245385 1.429633 1.504627 0.0 0.0 0.0
C -2.874573 0.162076 1.107490 0.0 -0.2 -0.1
C -2.327064 -0.013302 -0.151792 0.2 0.0 -0.2
Cl -1.976889 -1.633376 -0.676839 -0.2 0.2 0.1
C -2.067513 1.071955 -1.012060 0.0 -0.5 0.5
O -1.466696 0.947204 -2.201896 0.2 0.1 -0.2
C -2.532499 2.315320 -0.584171 0.2 0.0 -0.2
Cl -2.321779 3.678455 -1.639220 0.0 0.0 0.1
C -3.111272 2.505202 0.657541 0.0 0.3 0.0
H -3.002767 -0.684357 1.767610 0.0 0.0 0.0
H -3.423103 3.493069 0.965630 0.0 0.0 0.0
S 0.399304 0.591617 -3.862460 0.1 0.1 -0.2
C -0.080152 0.480044 -2.293090 -0.2 -0.1 0.3
```
Positions in Å, forces in eV/Å.

Look up the maximum force of the first one. 6.91 eV/Å

What is the formula in the second record? C19H10BrInN2OS5

Which formula does entry 2 have? C19H10BrInN2OS5